DFT (ωB97M-V/def2-TZVPD) results for a structure of composition C22H43BN8O3SbSi3V.

```
82
Properties=species:S:1:pos:R:3:forces:R:3:lowdin_spin:R:1
H 6.8407 -2.2871 -0.4813 0.105 0.011 0.027 0.000
H 1.2502 -5.4348 -0.6248 0.116 -0.182 0.134 0.002
C -1.3610 2.2961 3.3714 0.130 -0.249 -0.842 0.002
C 4.8838 -2.0802 -1.5262 0.073 -0.081 0.132 0.002
H -0.4766 -4.6462 -2.5942 -0.040 -0.067 -0.061 0.000
H -1.1085 4.5745 0.0593 -0.064 0.037 -0.204 0.000
O 2.8059 3.2848 -1.6250 0.111 0.002 -0.187 0.016
H -0.3257 2.4507 3.6594 0.243 -0.003 0.005 0.000
C 0.9166 -4.4531 -0.8913 -0.086 0.086 -0.056 0.016
N 1.3391 -3.3671 -0.2250 -0.274 -0.977 -0.004 0.012
H -2.4635 -0.2814 -3.6042 -0.169 -0.147 0.068 0.000
Si -2.0761 1.7614 -2.1639 -0.181 0.239 -1.312 0.020
O 3.4853 -0.0627 0.5426 -0.015 -1.062 -0.881 0.017
C 2.0098 1.3190 -2.7554 0.328 0.688 -0.038 0.005
H -4.1065 2.0553 1.5962 -0.149 -0.222 0.068 0.000
H 0.2886 4.1566 1.0195 0.259 -0.047 -0.033 0.000
C -3.9600 2.1651 -2.3680 0.709 -0.246 0.621 0.006
H 1.7546 -0.6842 -3.1753 -0.009 0.047 0.469 0.001
H -0.5465 -1.9346 -2.3184 0.045 0.142 -0.008 0.003
C -3.5121 2.9164 1.3209 0.828 -0.439 -0.153 -0.001
Si -1.6178 2.5523 1.4712 -0.491 0.954 0.667 0.007
H -2.0995 -3.0375 -0.4346 0.173 -0.083 -0.006 0.000
C -1.7547 0.5427 -3.6214 0.071 0.303 0.629 0.002
H -2.2882 -0.7730 3.2145 0.020 0.160 0.122 0.000
H 2.9994 2.9868 0.7219 -0.165 -0.184 0.151 0.003
H -2.9033 -2.3826 2.9018 -0.272 -0.147 -0.087 0.000
H -5.3518 -1.4036 1.1235 0.092 -0.312 -0.017 0.000
H -1.2695 -1.9573 2.4265 0.192 -0.044 -0.011 0.000
Si -2.8921 -0.9727 0.7776 -0.647 -1.200 0.469 0.002
C 1.0552 -0.5100 2.7725 -0.002 -0.195 0.305 0.027
H 1.0537 1.6186 -3.2025 0.111 -0.018 0.047 0.000
H -1.1479 3.6342 -3.6250 -0.122 -0.159 -0.242 0.000
V 1.4751 -0.3635 -0.2322 0.822 -0.121 -1.261 2.598
H -3.7842 -3.2090 0.0223 -0.204 -0.030 0.186 0.000
H -4.2451 3.0710 -1.8458 -0.016 0.204 0.150 0.000
Sb -0.9480 0.5320 -0.1250 -2.528 1.418 0.424 0.055
N 3.6868 -2.7972 0.0852 0.337 -0.252 0.106 0.004
C 1.4724 -1.3098 3.8330 0.058 -0.083 0.047 0.004
H -1.6248 4.2495 -2.0610 -0.145 0.096 0.138 0.000
H -5.1395 0.0940 0.2440 -0.137 0.186 -0.201 0.000
H 2.8099 1.5467 -3.4796 -0.259 -0.024 0.183 0.000
N 0.8073 -2.2712 -0.7462 -0.423 -0.231 -0.592 0.015
C 0.0577 -4.0393 -1.8882 0.059 0.019 -0.017 0.004
H -1.0603 5.0021 1.7585 -0.176 -0.017 0.246 0.000
H -0.7590 0.1146 -3.5470 0.210 -0.068 -0.019 0.000
C -1.1588 3.4069 -2.5626 -0.150 -0.681 0.452 0.003
C 3.4088 0.9195 1.3236 -0.017 1.425 0.651 0.006
H 2.6301 -4.3192 1.3604 -0.039 -0.162 0.170 0.000
C -0.7929 4.2329 1.0386 -0.057 -0.874 -0.060 0.002
H -4.8867 0.0493 1.9774 -0.001 0.164 0.200 0.000
H 1.6538 2.1993 1.6080 0.142 0.040 0.049 0.002
C -4.7455 -0.5052 1.0566 0.790 0.366 -0.213 0.001
C -3.0438 -2.5105 -0.3570 0.319 0.568 0.288 0.000
H 2.4986 -3.2754 3.6558 0.096 -0.179 -0.040 0.001
C -2.2884 -1.5856 2.4936 0.031 0.300 -0.670 0.000
H 5.1946 -3.1853 1.5044 0.003 -0.045 0.179 0.000
H -1.6485 1.2989 3.6910 -0.036 -0.184 0.047 0.000
C 2.2803 2.1713 -1.4963 -0.274 0.440 -0.624 0.011
C 2.0479 -2.4039 3.2236 -0.148 0.169 0.094 0.017
C 5.7724 -2.3917 -0.4952 0.088 -0.055 0.176 0.003
H -1.8374 1.0332 -4.5876 -0.059 0.185 -0.124 0.000
C 0.0287 -2.6498 -1.7553 -0.013 -0.222 0.010 0.022
H -3.7730 3.1770 0.3027 -0.068 0.069 -0.271 0.000
N 3.6347 -2.3281 -1.1642 -0.163 0.039 -0.684 0.011
H -0.1272 3.3652 -2.2266 0.240 0.051 0.080 0.000
N 1.8750 1.5916 -0.3827 -0.281 0.942 -0.199 0.018
H -3.8084 3.7417 1.9611 0.145 0.208 0.193 0.000
C 2.4330 2.0522 0.8466 0.573 -0.014 0.349 0.016
N 1.9515 -0.0801 -2.3758 0.293 -0.329 -0.259 0.022
B 2.4321 -3.2646 0.8329 0.127 0.376 -0.218 0.004
H 2.8538 -0.3782 -1.9949 0.148 -0.078 -0.457 0.005
H 1.3869 -1.1113 4.8829 0.003 0.030 0.134 0.000
C 4.9543 -2.8453 0.5155 0.268 0.026 -0.005 0.001
H -4.5818 1.3637 -1.9872 -0.176 -0.246 0.100 0.000
H 5.1127 -1.7053 -2.5090 -0.078 0.092 -0.118 0.000
H -4.2107 2.3044 -3.4150 0.194 -0.022 -0.291 0.001
N 1.9596 -2.2469 1.8913 0.146 -0.610 0.712 0.011
H 0.5626 0.4458 2.8088 0.014 0.063 -0.117 0.002
N 1.3506 -1.0923 1.6177 -0.450 0.121 1.359 0.017
H -3.3389 -2.2229 -1.3621 -0.079 0.066 -0.240 0.000
O 4.0119 1.0798 2.3807 0.130 0.028 0.281 0.001
H -1.9619 3.0022 3.9380 -0.178 0.230 -0.098 0.000
```
Forces are in eV/Å.

Properties
* energy relative to the best compared isomer or geometry (same formula, charge and spin): 146.11 kJ/mol
* total charge: -1
* ⟨S²⟩: 3.763
* spin multiplicity: 4
* F_max: 2.9 eV Å⁻¹
* orbital gap (spin up / spin down): 6.1 / 7.2 eV
* LUMO level (spin up / spin down): 2.45 / 2.45 eV
* E_HOMO (spin up / spin down): -3.6 / -4.7 eV
* DFT total energy: -98117.6501 eV

DFT (ωB97M-V/def2-TZVPD) results for a structure of composition C11H18N3O6PYb.

```
40
Properties=species:S:1:pos:R:3:forces:R:3:lowdin_spin:R:1
H -1.7657 -2.0735 1.4621 0.024 0.099 0.170 0.000
H 2.5727 -1.2623 0.9823 -0.041 0.204 -0.021 0.000
O 0.6659 1.4178 -3.4582 -0.917 -5.009 2.574 0.000
O 3.6099 -1.1639 -2.4100 -4.634 -1.369 0.331 0.000
H 3.2220 -0.0467 2.1170 -0.224 -0.200 -0.069 0.000
C -1.8471 -1.3039 2.2354 -0.484 -0.095 -0.045 0.000
C -2.1740 1.1805 -0.5090 0.097 0.045 -0.142 0.000
H 0.0405 2.9985 1.2946 -0.324 -0.151 -0.254 0.000
Yb 0.0990 -1.8550 -2.0591 -0.344 0.579 2.146 1.005
H -0.1690 3.3736 -0.4387 -0.343 -0.204 0.438 0.000
C -0.5754 0.3428 3.4935 0.052 0.622 0.403 0.000
H -0.8768 -0.3100 4.3246 0.182 0.191 -0.312 0.000
C 0.5764 -1.5337 -4.5679 1.003 1.224 -5.385 -0.001
H -1.9040 -1.7928 3.2148 -0.013 0.008 -0.338 0.000
O -0.1041 -5.4730 -2.2038 0.387 4.740 -0.427 0.000
C -0.6305 2.8636 0.4327 0.185 0.685 -0.074 0.000
N -0.6770 -0.4223 2.2451 0.337 -0.052 -1.119 0.000
H 1.7027 2.2876 -0.1469 0.231 -0.348 0.165 0.000
C -0.0153 -4.3307 -2.2780 -0.419 -5.517 0.433 -0.001
H 1.7596 -0.9797 2.5373 0.179 0.073 -0.103 0.000
H -2.7833 -0.7417 2.0835 0.200 -0.184 0.110 0.000
N 1.4804 0.5985 1.1599 -0.521 -0.157 -1.286 0.000
N -0.8705 1.4432 0.1254 0.263 -0.413 0.059 0.000
H -2.5247 0.1594 -0.3317 -0.017 0.164 0.203 0.000
H -1.5986 3.3556 0.6455 0.584 -0.238 0.017 0.000
H 3.2006 1.6290 0.5655 -0.349 -0.094 -0.348 0.000
H 0.4479 0.6856 3.6785 -0.201 -0.084 -0.111 0.000
C 2.2245 1.3620 0.1297 -0.123 0.300 0.375 0.000
C 0.4787 0.3910 -2.9482 0.856 6.330 -2.353 -0.001
O 0.7823 -1.1461 -5.6352 -0.895 -1.786 4.601 0.000
P -0.0860 0.1730 0.8147 0.059 2.127 3.716 0.000
O -2.9805 -0.8236 -3.6047 3.934 -1.908 1.647 0.000
H -2.9155 1.8924 -0.1139 0.169 -0.392 -0.250 0.000
H -1.2450 1.2181 3.4965 0.154 -0.249 0.020 0.000
H -2.0897 1.3118 -1.5962 -0.184 0.226 0.049 0.000
H 2.3898 0.7767 -0.7971 0.086 0.024 0.262 0.000
C -2.0122 -1.2670 -3.1747 -4.762 2.062 -1.830 -0.001
C 2.3006 -0.4928 1.7239 0.102 0.112 0.515 0.000
C 2.5046 -1.4689 -2.3135 5.606 1.262 -0.271 -0.001
O -0.2130 -0.9730 -0.1756 0.104 -2.626 -3.497 -0.001
```
Forces are in eV/Å.

Properties
* energy relative to the best compared isomer or geometry (same formula, charge and spin): 9.02 kJ/mol
* total charge: +3
* ⟨S²⟩: 0.751
* spin multiplicity: 2
* F_max: 6.8 eV Å⁻¹
* orbital gap (spin up / spin down): 4.6 / 4.5 eV
* LUMO level (spin up / spin down): -13.24 / -13.37 eV
* E_HOMO (spin up / spin down): -17.9 / -17.9 eV
* DFT total energy: -69244.4966 eV